Entry 1:
Here is a 2-piece molecular cluster, C5H5ClFN2 overall from OMol25. Energies are from ωB97M-V/def2-TZVPD.

Output
Kohn-Sham gap = 0.2923 Eh
lowest unoccupied orbital energy = 3.6487 eV
ΔE to the lowest compared entry with this formula, charge and spin = 0.0 kcal/mol
E_tot = -863.14546 hartree
highest occupied orbital energy = -0.1582 Eh

The geometry in ORCA input format:
```
! RIJCOSX wB97M-V def2-TZVPD def2/J DEFGRID3
* xyz -1 1
C -0.0628 -0.7531 -0.3089
H 1.4637 -1.1716 2.0403
C 0.7017 0.3129 0.3902
H -0.8598 -1.1642 0.3179
C 0.7680 -1.7574 -1.0764
H 1.0006 -1.3857 -2.0836
H 1.7353 -1.8923 -0.5709
H 0.2535 -2.7243 -1.1342
C 0.0133 1.0909 1.3687
N -0.4798 1.6997 2.2259
C 1.6756 1.0325 -0.3633
N 2.4208 1.6452 -1.0108
Cl -1.3136 0.0167 -1.7255
F 0.8729 -2.0101 2.1136
*
```

These are the natural (NBO) partial charges, in e, on atoms 1 to 6: -0.01, 0.58, -0.60, 0.23, -0.65, 0.23

=====

Entry 2:
Here is C22H61AlF7NO27P7 as an isolated structure from OMol25. Energies are from ωB97M-V/def2-TZVPD.

Output
Kohn-Sham gap = 0.2304 Eh
lowest unoccupied orbital energy = 1.9158 eV
E_tot = -6292.81458 hartree
highest occupied orbital energy = -0.1600 Eh

The geometry in ORCA input format:
```
! RIJCOSX wB97M-V def2-TZVPD def2/J DEFGRID3
* xyz -1 1
N 2.4544 -5.8884 -0.7885
C 1.0147 -5.5101 -0.7123
Al 0.6308 -3.5726 -0.2677
C 0.8320 -2.2530 -1.8576
F 1.1737 -0.9915 -1.4463
F -0.3748 -2.1281 -2.4782
C 1.8302 -2.7334 -2.8982
F 2.9275 -3.0844 -2.2662
F 1.2966 -3.7660 -3.5161
C 2.2308 -1.6724 -3.9909
F 2.2445 -2.2276 -5.1781
F 1.4303 -0.6577 -4.0260
F 3.4521 -1.2403 -3.7956
P 2.0227 -3.0404 1.5647
O 3.4249 -3.0907 1.1017
O 1.6738 -1.6756 2.3764
O 1.8145 -4.1619 2.7433
H 3.0160 -5.4097 -0.1020
H 2.8353 -5.7783 -1.7131
H 0.5185 -5.8354 -1.6207
H 0.5812 -6.0828 0.1043
H -0.8903 -3.4345 0.2372
H 1.8523 -0.9181 1.8033
H 2.4573 -4.8661 2.5905
C 1.3045 5.0517 -4.6478
O 2.0297 4.7888 -3.4399
P 3.5769 4.4911 -3.5782
O 4.3389 5.4329 -4.3966
O 3.6467 3.0012 -4.1159
C 2.7312 2.0167 -3.6011
O 4.0090 4.4020 -2.0619
C 5.3986 4.1937 -1.7887
H 0.2588 4.8176 -4.4623
H 1.4002 6.1029 -4.9133
H 1.6672 4.4319 -5.4689
H 1.8617 1.9671 -4.2554
H 2.4118 2.2467 -2.5846
H 3.2329 1.0597 -3.6047
H 5.6681 3.1575 -1.9958
H 5.5613 4.4034 -0.7356
H 6.0150 4.8654 -2.3860
C -2.9762 3.7342 1.4833
O -3.0972 3.2321 0.1487
P -2.0711 2.1023 -0.2885
O -1.9106 0.9983 0.6405
O -0.7182 2.8854 -0.5882
C -0.7715 4.1614 -1.2370
O -2.6475 1.7362 -1.7151
C -1.9846 0.6627 -2.4084
H -3.4149 4.7300 1.5025
H -3.5149 3.0850 2.1709
H -1.9308 3.8006 1.7878
H -0.7689 4.9415 -0.4750
H -1.6556 4.2689 -1.8676
H 0.1214 4.2643 -1.8501
H -1.0268 1.0076 -2.7994
H -2.6227 0.3612 -3.2346
H -1.8269 -0.1888 -1.7481
C 1.3413 -5.1094 5.6188
O 0.6661 -6.1190 6.4034
P -0.8836 -5.9522 6.6383
O -1.7042 -5.6817 5.4714
O -1.0087 -4.8260 7.7658
C -0.0841 -4.8258 8.8529
O -1.1977 -7.3074 7.4078
C -2.5634 -7.5495 7.7491
H 2.3906 -5.1298 5.9044
H 1.2471 -5.3262 4.5645
H 0.9367 -4.1184 5.8252
H 0.7524 -4.1678 8.6169
H 0.2904 -5.8271 9.0663
H -0.5992 -4.4441 9.7325
H -2.8572 -6.9151 8.5873
H -2.6572 -8.5923 8.0428
H -3.2181 -7.3633 6.8976
C -5.7709 3.2706 -4.9032
O -6.2393 4.5381 -4.4227
P -5.1918 5.7223 -4.4078
O -4.4296 5.9190 -5.6338
O -4.2718 5.4429 -3.1420
C -4.8728 4.9787 -1.9242
O -6.1278 6.9249 -3.9768
C -5.5254 8.2208 -3.9189
H -6.4142 2.5024 -4.4825
H -5.8321 3.2445 -5.9894
H -4.7430 3.0837 -4.5890
H -4.8375 3.8910 -1.8982
H -5.9047 5.3169 -1.8264
H -4.2910 5.3674 -1.0928
H -4.8951 8.3014 -3.0322
H -6.3251 8.9539 -3.8577
H -4.9329 8.4123 -4.8131
C 7.1363 11.3402 -0.2158
O 6.6941 10.9373 -1.5155
P 5.8180 9.6173 -1.5892
O 4.7209 9.5326 -0.6355
O 6.8657 8.4239 -1.4398
C 8.1199 8.5066 -2.1200
O 5.4228 9.6243 -3.1149
C 4.5499 8.5717 -3.5661
H 8.0190 11.9617 -0.3465
H 6.3548 11.9157 0.2768
H 7.3965 10.4775 0.3996
H 8.8676 8.9347 -1.4516
H 8.0501 9.1106 -3.0243
H 8.4216 7.4974 -2.3908
H 5.0979 7.6352 -3.6444
H 4.1745 8.8448 -4.5478
H 3.7069 8.4510 -2.8863
C -6.2050 -10.0657 2.4911
O -5.4531 -10.1800 3.7047
P -3.9214 -10.5535 3.5540
O -3.1712 -9.7940 2.5707
O -3.9126 -12.1262 3.2686
C -4.8103 -12.9695 3.9904
O -3.4489 -10.4187 5.0580
C -2.0540 -10.6147 5.3189
H -7.2524 -10.2240 2.7373
H -6.0747 -9.0705 2.0711
H -5.8935 -10.8137 1.7602
H -5.7245 -13.1063 3.4120
H -5.0570 -12.5553 4.9681
H -4.3284 -13.9356 4.1258
H -1.8074 -11.6761 5.2584
H -1.8500 -10.2574 6.3244
H -1.4426 -10.0515 4.6149
*
```

These are the Löwdin partial charges, in e, on atoms 1 to 6: -0.09, -0.35, 0.42, -0.46, 0.02, 0.02

=====

Entry 3:
Here is a 3-piece molecular cluster, C21H41FN2O5 overall from OMol25. Energies are from ωB97M-V/def2-TZVPD.

Output
Kohn-Sham gap (spin up / spin down) = 0.2923 / 0.1351 Eh
lowest unoccupied orbital energy (spin up / spin down) = -2.6510 / -6.9290 eV
E_tot = -1409.86498 hartree
highest occupied orbital energy (spin up / spin down) = -0.3897 / -0.3897 Eh

The geometry in ORCA input format:
```
! RIJCOSX wB97M-V def2-TZVPD def2/J DEFGRID3
* xyz 1 2
C 22.3914 10.2646 -41.0827
C 23.2688 11.4161 -40.6241
C 24.6961 11.0684 -41.1525
C 25.7103 12.2135 -41.1349
C 25.0330 13.4630 -41.9277
C 23.6545 13.8867 -41.3883
N 22.7881 12.6883 -41.2400
O 21.4552 13.0015 -41.0076
C 23.6864 14.7934 -40.1615
C 23.0312 14.6900 -42.5793
C 23.3107 11.5578 -39.0953
H 21.5020 10.2576 -40.4526
H 22.8786 9.2896 -41.0695
H 22.0422 10.4504 -42.0984
H 25.1018 10.2862 -40.5109
H 24.5333 10.8274 -42.2030
H 26.6347 11.9663 -41.6571
H 25.9656 12.6988 -40.1929
H 24.9362 13.2655 -42.9953
H 25.7132 14.3035 -42.0654
H 24.4565 14.3426 -39.5355
H 24.1817 15.7343 -40.4011
H 22.7345 14.8809 -39.6376
H 23.0454 14.2031 -43.5544
H 22.0078 14.9891 -42.3525
H 23.5433 15.6186 -42.8315
H 24.1135 12.1524 -38.6594
H 23.3807 10.5728 -38.6338
H 22.3515 11.8339 -38.6571
H 21.4113 13.6222 -40.2765
C 31.5567 12.7720 -34.8247
C 30.5935 12.1057 -35.8777
C 30.4384 10.5823 -35.5129
C 29.4337 9.8462 -36.3312
C 28.0799 10.6262 -36.0046
C 28.0420 12.1213 -36.4312
N 29.2557 12.8134 -35.9077
O 29.3806 14.0926 -36.4504
C 27.8367 12.1803 -37.9796
C 26.6970 12.5713 -35.7647
C 31.3210 12.0616 -37.2576
H 32.6125 12.5244 -34.9340
H 31.2141 12.3948 -33.8611
H 31.3991 13.8506 -34.8226
H 31.3669 10.0145 -35.5725
H 30.2045 10.3968 -34.4646
H 29.6267 8.7900 -36.1433
H 29.5942 10.0065 -37.3973
H 27.8863 10.5829 -34.9328
H 27.2710 10.0406 -36.4415
H 28.3452 11.3589 -38.4844
H 26.7649 12.1451 -38.1750
H 28.1774 13.1599 -38.3150
H 26.3077 11.9554 -34.9540
H 26.8351 13.5063 -35.2217
H 25.7862 12.6513 -36.3581
H 32.2288 11.4759 -37.4023
H 31.6988 13.0697 -37.4277
H 30.6005 12.0157 -38.0743
H 29.6297 14.5456 -35.6415
C 23.3736 11.5658 -34.8657
C 23.2374 12.9721 -34.2271
O 21.8365 13.1750 -34.1844
C 21.1995 12.0972 -34.3779
O 19.9698 12.0218 -34.3179
O 21.9479 11.1540 -34.8280
F 23.9131 13.8153 -35.0373
H 24.1723 11.0281 -34.3547
H 23.6384 11.7106 -35.9131
H 23.7202 12.9331 -33.2507
*
```

These are the natural (NBO) partial charges, in e, on atoms 1 to 6: -0.62, 0.09, -0.41, -0.40, -0.43, 0.07

=====

Entry 4:
Here is C53H56N3Zr as an isolated structure from OMol25. Energies are from ωB97M-V/def2-TZVPD.

Output
Kohn-Sham gap = 0.2279 Eh
lowest unoccupied orbital energy = 2.3166 eV
E_tot = -2264.60738 hartree
highest occupied orbital energy = -0.1428 Eh

The geometry in ORCA input format:
```
! RIJCOSX wB97M-V def2-TZVPD def2/J DEFGRID3
* xyz -1 1
Zr -0.8822 -0.8534 -0.6656
C 2.6178 0.7882 3.1233
C 2.1695 -0.3749 2.2349
C 3.3767 -1.1864 1.7574
C 1.1849 -1.2854 2.9412
C 1.6454 -2.0029 4.0426
C 0.8548 -2.9306 4.6889
C -0.4251 -3.1620 4.2117
C -0.9376 -2.4547 3.1312
C -2.3515 -2.7975 2.6929
C -2.3875 -3.4732 1.3189
C -3.3496 -1.6443 2.8000
C -0.1379 -1.4724 2.5010
N -0.7043 -0.6856 1.4622
C -0.6449 0.7103 1.6711
C -0.4346 1.6315 0.6635
N -0.3229 1.2726 -0.6699
C 0.1859 2.2573 -1.5705
C 1.5841 2.3514 -1.7410
C 2.1182 3.3121 -2.5915
C 1.3043 4.1882 -3.2821
C -0.0638 4.0912 -3.1227
C -0.6549 3.1453 -2.2837
C -2.1788 3.2602 -2.2323
C -2.6413 4.3255 -1.2317
C -2.9780 1.9917 -2.0286
C 2.5488 1.4849 -0.9568
C 3.2954 2.3446 0.0664
C 3.5225 0.7345 -1.8612
C -0.3189 2.9794 1.2863
C 0.0385 4.2338 0.8705
C 0.1050 5.2843 1.8318
C -0.1524 5.0878 3.1621
C -0.4827 3.7839 3.6279
C -0.7155 3.3854 4.9762
C -0.9629 2.0683 5.2579
C -0.9867 1.0562 4.2540
C -0.7823 1.4209 2.9509
C -0.5532 2.7905 2.6700
H 3.2834 1.4575 2.5721
H 3.1665 0.4167 3.9945
H 1.7679 1.3710 3.4849
H 1.6767 0.0391 1.3579
H 3.9301 -1.6063 2.6034
H 4.0641 -0.5579 1.1879
H 3.0644 -2.0132 1.1177
H 2.6633 -1.8387 4.3818
H 1.2352 -3.4795 5.5419
H -1.0556 -3.9017 4.6944
H -2.6861 -3.5593 3.4042
H -2.4168 -2.7500 0.5052
H -3.3038 -4.0578 1.1973
H -1.5311 -4.1291 1.1678
H -3.0674 -0.8151 2.1527
H -3.4007 -1.2656 3.8235
H -4.3493 -1.9857 2.5152
H 3.1948 3.3782 -2.7031
H 1.7287 4.9348 -3.9429
H -0.7129 4.7712 -3.6660
H -2.4472 3.6299 -3.2270
H -2.5073 3.9828 -0.2048
H -3.7051 4.5341 -1.3800
H -2.0881 5.2601 -1.3493
H -2.8958 1.6306 -1.0057
H -2.6613 1.1965 -2.6987
H -4.0363 2.1866 -2.2253
H 1.9599 0.7390 -0.4294
H 3.8685 3.1286 -0.4388
H 3.9990 1.7422 0.6445
H 2.6034 2.8298 0.7595
H 4.1508 1.4188 -2.4401
H 2.9918 0.0828 -2.5553
H 4.1856 0.1062 -1.2620
H 0.2701 4.4579 -0.1633
H 0.3751 6.2751 1.4850
H -0.0895 5.9127 3.8628
H -0.6870 4.1221 5.7711
H -1.1295 1.7718 6.2870
H -1.1399 0.0228 4.5393
C 0.0222 -3.5543 -3.0908
C 1.1147 -3.1892 -2.0815
C 1.3344 -4.4240 -1.1843
C 0.6399 -2.0167 -1.2404
C 2.4253 -2.8313 -2.7893
C 2.4725 -2.4550 -4.1302
C 3.6629 -2.0702 -4.7359
C 4.8454 -2.0536 -4.0133
C 4.8180 -2.4220 -2.6747
C 3.6264 -2.8007 -2.0762
H -0.8701 -3.8688 -2.5441
H 0.3245 -4.3727 -3.7522
H -0.2527 -2.6933 -3.7038
H 0.3739 -4.7433 -0.7760
H 1.9793 -4.1969 -0.3352
H 1.7743 -5.2578 -1.7436
H 1.4240 -1.6528 -0.5496
H 1.5628 -2.4463 -4.7156
H 3.6579 -1.7781 -5.7796
H 5.7737 -1.7509 -4.4827
H 5.7295 -2.4044 -2.0881
H 3.6314 -3.0611 -1.0253
N -8.1595 -2.0608 -3.0528
C -7.0628 -1.8978 -2.7448
C -5.6891 -1.6966 -2.3627
C -5.3796 -1.0719 -1.1554
C -4.0491 -0.8898 -0.8170
C -2.9860 -1.3085 -1.6325
C -3.3438 -1.9419 -2.8276
C -4.6668 -2.1322 -3.2019
H -6.1771 -0.7386 -0.5023
H -3.8399 -0.3949 0.1278
H -2.5723 -2.3006 -3.4987
H -4.9153 -2.6187 -4.1371
*
```

These are the Löwdin partial charges, in e, on atoms 1 to 6: 1.56, -0.03, -0.36, -0.05, -0.13, -0.05

=====

Listing max |F| for the structures above in their given order: 3.64, 2.47, 6.86, 0.49 eV/Å.